# 1
{"formula": "C47H41Br2N6OPZr", "method": "wB97M-V/def2-TZVPD", "charge": 2, "gap_ev": 7.6, "e_homo_ha": -0.470, "symbols": ["Zr", "C", "N", "C", "C", "N", "C", "C", "C", "C", "C", "C", "N", "C", "N", "C", "C", "C", "C", "C", "C", "N", "H", "H", "H", "H", "H", "H", "H", "H", "H", "H", "H", "H", "H", "H", "H", "C", "C", "C", "C", "C", "C", "Br", "C", "C", "Br", "C", "O", "C", "N", "H", "H", "H", "H", "H", "H", "C", "C", "C", "C", "C", "C", "C", "P", "C", "C", "C", "C", "C", "C", "C", "C", "C", "C", "C", "C", "C", "C", "H", "H", "H", "H", "H", "H", "H", "H", "H", "H", "H", "H", "H", "H", "H", "H", "H", "H", "H", "H"], "coordinates": [[-0.513, -0.104, -0.025], [1.249, 0.008, 3.049], [0.874, -1.004, 2.051], [0.398, -2.297, 2.560], [-0.963, -2.568, 2.007], [-1.467, -1.867, 1.013], [-2.739, -2.414, 0.765], [-3.708, -2.069, -0.174], [-4.880, -2.799, -0.164], [-5.087, -3.848, 0.747], [-4.128, -4.202, 1.675], [-2.956, -3.458, 1.657], [-1.799, -3.525, 2.436], [0.828, 1.363, 2.578], [0.349, 1.595, 1.376], [0.007, 2.963, 1.363], [-0.549, 3.763, 0.366], [-0.771, 5.089, 0.673], [-0.447, 5.627, 1.929], [0.114, 4.848, 2.921], [0.325, 3.513, 2.600], [0.850, 2.462, 3.352], [2.330, 0.001, 3.230], [0.768, -0.210, 4.005], [1.685, -1.184, 1.468], [0.384, -2.325, 3.652], [1.077, -3.090, 2.229], [-3.561, -1.273, -0.894], [-5.655, -2.562, -0.879], [-6.018, -4.395, 0.714], [-4.285, -5.015, 2.369], [-1.606, -4.192, 3.165], [-0.776, 3.375, -0.617], [-1.199, 5.737, -0.080], [-0.635, 6.674, 2.121], [0.373, 5.255, 3.887], [1.201, 2.515, 4.294], [-2.324, 0.142, 3.338], [-3.111, 0.683, 2.187], [-4.444, 1.081, 2.429], [-5.196, 1.617, 1.428], [-4.624, 1.799, 0.151], [-5.282, 2.386, -0.966], [-7.068, 2.947, -0.820], [-4.623, 2.558, -2.150], [-3.275, 2.148, -2.286], [-2.384, 2.472, -3.899], [-2.626, 1.554, -1.242], [-1.347, 1.123, -1.293], [-3.295, 1.381, -0.010], [-2.554, 0.801, 0.996], [-2.825, -0.725, 3.773], [-2.255, 0.901, 4.120], [-1.321, -0.140, 3.036], [-4.852, 0.955, 3.422], [-6.220, 1.919, 1.603], [-5.119, 3.015, -2.993], [2.664, -3.168, -3.015], [3.047, -3.207, -1.558], [3.612, -4.396, -1.082], [4.051, -4.551, 0.219], [3.955, -3.486, 1.103], [3.388, -2.307, 0.657], [2.905, -2.146, -0.649], [2.190, -0.494, -0.967], [3.607, 0.652, -0.879], [4.902, 0.146, -0.723], [5.997, 0.990, -0.664], [5.811, 2.361, -0.765], [4.536, 2.866, -0.944], [3.420, 2.034, -1.011], [2.095, 2.686, -1.292], [1.512, -0.334, -2.627], [2.151, 0.344, -3.665], [1.526, 0.467, -4.891], [0.261, -0.091, -5.076], [-0.370, -0.767, -4.048], [0.249, -0.914, -2.806], [-0.365, -1.663, -1.670], [2.851, -4.142, -3.461], [3.251, -2.431, -3.563], [1.615, -2.926, -3.169], [3.718, -5.221, -1.774], [4.490, -5.489, 0.532], [4.342, -3.561, 2.110], [3.432, -1.452, 1.335], [5.070, -0.919, -0.664], [6.988, 0.575, -0.550], [6.658, 3.031, -0.721], [4.393, 3.934, -1.051], [1.925, 3.520, -0.612], [1.244, 2.008, -1.215], [2.073, 3.080, -2.310], [3.134, 0.773, -3.512], [2.015, 0.989, -5.701], [-0.230, -0.004, -6.036], [-1.345, -1.209, -4.211], [0.253, -2.525, -1.385], [-1.354, -2.056, -1.930]], "mulliken_charge": [-0.596, -1.640, 0.609, -1.361, -0.007, 1.391, -0.120, -0.246, -1.166, -0.701, -1.101, 0.864, -0.016, -0.033, 1.549, -0.314, -0.225, -1.253, -0.738, -1.141, 0.525, -0.038, 0.595, 0.417, -1.188, 0.465, 0.535, 0.466, 0.503, 0.436, 0.496, 0.248, 0.777, 0.521, 0.456, 0.504, 0.271, -0.928, 0.752, -1.539, -1.128, 0.941, -0.145, -0.157, -0.296, 0.124, -0.121, -0.241, -0.100, -0.535, 1.191, 0.437, 0.487, -0.452, 0.606, 0.447, 0.512, -0.916, 0.643, -0.940, -1.041, -0.414, -0.985, 0.758, 2.958, 0.546, -1.137, -0.890, -0.792, -0.960, 0.694, -0.859, 1.154, -0.865, -0.831, -0.987, -0.692, 0.479, -1.397, 0.545, 0.274, 0.131, 0.439, 0.448, 0.521, 0.481, 0.471, 0.472, 0.435, 0.533, 0.731, -0.464, 0.576, 0.633, 0.497, 0.475, 0.457, 0.343, 0.877]}


# 2
{"formula": "C4H12NS2", "method": "wB97M-V/def2-TZVPD", "charge": 1, "gap_ev": [6.7, 6.0], "multiplicity": 3, "e_homo_ha": [-0.369, -0.511], "symbols": ["C", "C", "C", "C", "N", "S", "S", "H", "H", "H", "H", "H", "H", "H", "H", "H", "H", "H", "H"], "coordinates": [[-0.101, 1.775, -0.889], [0.549, -0.977, 3.864], [-0.644, 0.776, 0.124], [0.234, -0.830, 2.568], [-0.010, -0.851, -3.283], [-1.345, -0.660, -0.467], [0.930, 0.486, 1.586], [0.616, 1.266, -1.649], [-0.906, 2.054, -1.479], [0.150, 2.785, -0.616], [1.176, -0.261, 4.240], [0.133, -1.639, 4.565], [-1.486, 1.139, 0.713], [-0.424, -1.440, 2.113], [-0.294, 0.089, -3.327], [-0.634, -1.582, -3.540], [0.919, -1.024, -3.665], [-0.551, -0.674, -1.519], [1.691, -0.432, 0.664]], "mulliken_charge": [-1.329, -0.662, -0.207, 0.058, -0.752, 0.104, -0.052, 0.294, 0.477, 0.395, 0.251, 0.301, 0.455, 0.367, 0.303, 0.238, 0.201, 0.304, 0.256]}


# 3
{"formula": "C4H6N2O2", "method": "wB97M-V/def2-TZVPD", "charge": 0, "gap_ev": [6.5, 8.5], "e_homo_ha": [-0.281, -0.326], "symbols": ["C", "C", "C", "C", "O", "N", "N", "O", "H", "H", "H", "H", "H", "H"], "coordinates": [[0.750, 0.551, -0.966], [0.162, 0.449, 0.336], [1.089, -0.548, 1.080], [-1.323, -0.305, 0.367], [0.945, -0.505, -1.731], [-0.421, 1.444, 1.099], [-1.966, -0.668, -0.644], [1.362, -1.650, 0.655], [0.931, -1.316, -1.166], [0.927, 1.502, -1.458], [-0.636, 2.262, 0.531], [-1.550, -0.474, -1.553], [1.372, -0.190, 2.080], [-1.643, -0.553, 1.372]], "mulliken_charge": [-0.706, 1.159, 0.014, -0.165, -0.511, -0.812, -0.661, -0.536, 0.426, 0.380, 0.254, 0.302, 0.425, 0.431]}


# 4
{"formula": "C4H10NO3", "method": "wB97M-V/def2-TZVPD", "charge": -1, "gap_ev": 8.0, "e_homo_ha": -0.154, "symbols": ["O", "C", "O", "C", "C", "C", "N", "H", "H", "H", "H", "H", "H", "H", "H", "H", "H", "O"], "coordinates": [[-0.105, 1.552, -3.011], [-0.383, 1.070, -1.919], [-1.089, 1.445, -1.007], [0.537, -0.177, -1.553], [0.042, -0.915, -0.285], [1.182, -0.807, 0.825], [0.747, -1.203, 2.186], [1.573, 0.095, -1.601], [0.444, -0.865, -2.314], [0.061, -2.006, -0.416], [-1.054, -0.642, -0.043], [1.989, -1.341, 0.380], [1.564, 0.246, 0.976], [0.924, -2.138, 2.417], [-0.307, -0.926, 2.306], [-1.975, 1.633, 1.440], [-2.144, 2.402, 0.331], [-2.006, 2.579, 1.287]], "mulliken_charge": [-0.739, 0.350, -0.593, -0.853, -0.265, -0.699, -0.596, 0.368, 0.339, 0.209, 0.288, 0.404, 0.273, 0.219, 0.247, 0.281, 0.413, -0.647]}


Across the entries above, E takes the values -7755.60655, -1010.23680, -415.83549, -438.91664 hartree, respectively.
Across the entries above, relative energy (zero: lowest compared OMol25 entry of this formula, charge and spin) takes the values 31.5, 207.3, 538.6, 180.1 kJ/mol, respectively.